The following is a DFT calculation (ωB97M-V/def2-TZVPD) of a cluster of 3 separate species, CH7NO3 in total.

```
12
Properties=species:S:1:pos:R:3:nbo_charge:R:1
C 0.280 1.047 1.014 0.533
N -0.362 0.493 2.062 -0.805
O -0.206 1.213 -0.087 -0.641
H 1.306 1.389 1.223 0.110
H -1.310 0.204 1.890 0.406
H 0.150 -0.013 2.760 0.398
H -0.198 -1.632 -0.388 0.478
H -1.616 -2.049 -0.259 0.470
O -0.822 -1.948 0.281 -0.947
H 1.233 0.666 -3.502 0.465
H 0.647 0.612 -2.135 0.486
O 0.898 0.018 -2.858 -0.953
```

Multiplicity: 1
Orbital gap (eV): 11.158
Energy relative to the best compared isomer or geometry (same formula, charge and spin) (kJ/mol): 7.3


The following is a DFT calculation (ωB97M-V/def2-TZVPD) of a cluster of 2 separate species, CH7NOS in total at a distorted geometry.

```
11
Properties=species:S:1:pos:R:3:lowdin_spin:R:1
S -1.920 -3.317 -0.395 0.557
H -1.375 -4.559 -0.141 0.094
H -2.400 -3.167 0.858 0.098
N 1.671 3.228 1.023 0.014
C 1.322 2.661 -0.235 0.069
O 1.156 1.240 -0.189 0.100
H 0.951 3.099 1.727 0.008
H 2.503 2.797 1.398 0.003
H 0.451 3.074 -0.648 0.011
H 2.168 2.823 -0.880 0.003
H 0.277 0.911 -0.400 0.043
```

Multiplicity: 2
Expectation value of S²: 0.750
Orbital gap (spin up / spin down) (eV): 2.442 / 8.828
Net charge: -1
Energy relative to the best compared isomer or geometry (same formula, charge and spin) (kJ/mol): 30.8


The following is a DFT calculation (ωB97M-V/def2-TZVPD) of a cluster of 2 separate species, CH7NOS in total.

```
11
Properties=species:S:1:pos:R:3:nbo_charge:R:1
S 2.615 0.261 0.788 -0.329
H 1.387 -0.131 0.359 0.179
H 3.038 -1.014 0.700 0.140
N -2.986 0.029 -0.592 -0.835
C -1.578 0.337 -0.784 0.081
O -0.676 -0.670 -0.256 -0.751
H -3.209 0.082 0.400 0.353
H -3.169 -0.912 -0.939 0.360
H -1.345 1.261 -0.261 0.163
H -1.424 0.367 -1.856 0.172
H -1.200 -1.148 0.401 0.466
```

Multiplicity: 1
Orbital gap (eV): 10.132
Energy relative to the best compared isomer or geometry (same formula, charge and spin) (kJ/mol): 2.5


The following is a DFT calculation (ωB97M-V/def2-TZVPD) of a cluster of 2 separate species, CH7NS2 in total at a distorted geometry.

```
11
Properties=species:S:1:pos:R:3:nbo_charge:R:1
S -3.620 -1.550 -0.418 -0.140
S -1.797 -1.658 -1.642 -0.114
H -2.779 -1.289 0.604 0.129
H -1.128 -2.250 -0.641 0.126
C 1.829 1.211 0.248 -0.443
N 0.532 0.436 0.047 -0.831
H 1.908 2.119 -0.428 0.206
H 2.749 0.657 -0.153 0.192
H 2.144 1.433 1.361 0.177
H -0.241 1.108 0.180 0.353
H 0.401 -0.217 0.842 0.346
```

Multiplicity: 1
Orbital gap (eV): 8.730
Energy relative to the best compared isomer or geometry (same formula, charge and spin) (kJ/mol): 127.3


The following is a DFT calculation (ωB97M-V/def2-TZVPD) of a cluster of 2 separate species, CH7O2 in total at a distorted geometry.

```
10
Properties=species:S:1:pos:R:3:nbo_charge:R:1
O 0.213 1.459 1.057 -0.925
H -0.283 1.889 1.732 0.516
H 0.596 2.175 0.634 0.509
H 0.074 0.110 0.584 0.546
C -0.128 -0.955 -1.312 -0.289
O -0.073 -0.705 0.096 -0.623
H -0.625 -0.068 -1.831 0.242
H 0.903 -1.140 -1.580 0.231
H -0.976 -1.740 -1.450 0.246
H -0.040 -1.533 0.558 0.547
```

Multiplicity: 1
Orbital gap (eV): 14.143
Net charge: +1
Energy relative to the best compared isomer or geometry (same formula, charge and spin) (kJ/mol): 67.8


The following is a DFT calculation (ωB97M-V/def2-TZVPD) of a cluster of 3 separate species, CH7O2S in total at a distorted geometry.

```
11
Properties=species:S:1:pos:R:3:nbo_charge:R:1
C 1.051 0.706 1.896 -0.754
S 0.985 0.018 0.182 -0.699
H 1.302 1.776 2.155 0.174
H 1.746 -0.076 2.391 0.200
H 0.089 0.719 2.429 0.163
H -0.097 -0.903 -2.089 0.496
H -1.228 -0.684 -2.901 0.457
O -0.535 -1.414 -2.845 -0.958
H -1.243 -0.037 0.426 0.486
H -1.498 1.146 1.191 0.456
O -2.108 0.605 0.608 -1.020
```

Multiplicity: 1
Orbital gap (eV): 7.075
Net charge: -1
Energy relative to the best compared isomer or geometry (same formula, charge and spin) (kJ/mol): 114.1


The following is a DFT calculation (ωB97M-V/def2-TZVPD) of a cluster of 4 separate species, CH7O5 in total at a distorted geometry.

```
13
Properties=species:S:1:pos:R:3:nbo_charge:R:1
O 0.525 0.821 -0.456 -0.789
C 1.017 -0.243 -0.043 0.600
O 0.490 -1.375 -0.144 -0.801
H 2.061 -0.227 0.334 0.027
H -2.052 -1.721 0.644 0.467
H -1.542 -0.540 0.065 0.499
O -2.379 -0.838 0.471 -0.979
H 0.421 -1.262 1.923 0.487
H -0.645 -0.645 2.595 0.466
O -0.052 -1.389 2.770 -0.970
H 0.626 2.785 -3.563 0.454
H 0.937 2.080 -2.172 0.512
O 0.736 2.914 -2.615 -0.972
```

Multiplicity: 1
Orbital gap (eV): 9.098
Net charge: -1
Energy relative to the best compared isomer or geometry (same formula, charge and spin) (kJ/mol): 63.1


The following is a DFT calculation (ωB97M-V/def2-TZVPD) of the molecule CH7OPSi at a distorted geometry.

```
11
Properties=species:S:1:pos:R:3:lowdin_spin:R:1
C -1.078 -0.714 0.012 0.121
O -0.787 1.929 -0.677 0.100
Si 0.130 0.583 -0.666 0.493
P 2.286 0.582 0.771 1.022
H -1.861 -0.201 0.420 0.004
H -1.471 -1.341 -0.871 0.015
H -0.815 -1.456 0.741 0.001
H -1.072 2.421 0.081 0.002
H 0.115 0.478 -2.069 0.083
H 1.861 0.223 2.007 0.097
H 2.335 -0.711 0.331 0.063
```

Multiplicity: 3
Expectation value of S²: 2.005
Orbital gap (spin up / spin down) (eV): 5.602 / 7.744


The following is a DFT calculation (ωB97M-V/def2-TZVPD) of a cluster of 2 separate species, CH7OS2 in total at a distorted geometry.

```
11
Properties=species:S:1:pos:R:3:nbo_charge:R:1
O -0.151 -2.195 0.035 -0.955
H 1.069 -0.290 0.921 0.217
H -1.107 -2.074 0.055 0.472
H -0.156 -2.884 -0.623 0.490
C -0.824 0.937 0.544 -0.786
S 0.946 0.932 0.376 0.511
S 1.687 0.785 -1.562 0.053
H -1.160 0.480 1.475 0.284
H -1.213 0.351 -0.287 0.261
H -1.275 1.927 0.523 0.277
H 2.184 2.032 -1.458 0.177
```

Multiplicity: 1
Orbital gap (eV): 10.504
Net charge: +1
Energy relative to the best compared isomer or geometry (same formula, charge and spin) (kJ/mol): 37.5


The following is a DFT calculation (ωB97M-V/def2-TZVPD) of a structure of composition CH8ClNSi2 at a distorted geometry.

```
13
Properties=species:S:1:pos:R:3:nbo_charge:R:1
C -0.532 1.726 0.612 -1.268
N -0.556 -1.225 -0.752 -1.453
Si 0.612 -1.834 0.420 1.083
Si -0.859 0.449 -0.641 1.791
Cl 2.405 1.037 -0.889 -0.836
H -0.494 2.753 0.126 0.303
H -1.223 1.910 1.486 0.281
H 0.556 1.448 0.979 0.339
H -0.516 -1.487 -1.703 0.427
H 0.552 -3.180 0.050 -0.177
H -0.257 -1.470 1.665 -0.199
H 1.816 -1.119 0.562 -0.113
H -1.504 0.992 -1.915 -0.178
```

Multiplicity: 1
Orbital gap (eV): 7.287
Energy relative to the best compared isomer or geometry (same formula, charge and spin) (kJ/mol): 284.7


The following is a DFT calculation (ωB97M-V/def2-TZVPD) of a cluster of 2 separate species, CH8N2 in total.

```
11
Properties=species:S:1:pos:R:3:lowdin_spin:R:1
N 2.182 1.140 -1.131 0.137
H 2.663 1.070 -2.017 0.022
H 1.177 1.191 -1.262 0.042
H 2.329 0.261 -0.640 0.054
C -0.635 -0.361 0.771 0.415
N -1.944 -0.831 0.299 0.087
H -0.723 0.167 1.733 0.057
H -0.225 0.378 0.086 0.032
H 0.020 -1.229 0.869 0.066
H -2.196 -1.664 0.827 0.049
H -2.647 -0.123 0.466 0.039
```

Multiplicity: 2
Expectation value of S²: 0.750
Orbital gap (spin up / spin down) (eV): 3.233 / 9.815
Net charge: -1
Energy relative to the best compared isomer or geometry (same formula, charge and spin) (kJ/mol): 12.5


The following is a DFT calculation (ωB97M-V/def2-TZVPD) of a cluster of 3 separate species, CH8N2O2 in total at a distorted geometry.

```
13
Properties=species:S:1:pos:R:3:nbo_charge:R:1
N -1.103 -0.890 -0.728 -0.813
C -1.250 0.382 -0.238 0.302
N -1.726 0.610 0.938 -0.795
H -1.453 -1.667 -0.130 0.390
H -0.153 -1.052 -1.162 0.401
H -0.884 1.122 -0.995 0.164
H -2.130 1.527 1.080 0.357
H 1.478 0.403 -0.620 0.482
H 2.518 0.078 -1.357 0.451
O 1.845 0.650 -1.527 -0.940
H 0.152 -0.236 1.749 0.517
H 1.692 -0.565 1.805 0.476
O 1.014 -0.362 1.185 -0.992
```

Multiplicity: 1
Orbital gap (eV): 10.062
Energy relative to the best compared isomer or geometry (same formula, charge and spin) (kJ/mol): 92.7


The following is a DFT calculation (ωB97M-V/def2-TZVPD) of the molecule CH8N2O2Si at a distorted geometry.

```
14
Properties=species:S:1:pos:R:3:nbo_charge:R:1
C -1.549 1.030 0.695 -1.070
N 1.260 0.488 -0.653 -0.633
N 0.559 -1.750 0.773 -0.562
O 2.490 -0.216 -0.619 -0.698
O -0.473 -1.564 -0.181 -0.782
Si -0.539 -0.036 -0.631 1.727
H -0.891 1.575 1.394 0.236
H -2.069 1.726 0.160 0.222
H -2.191 0.434 1.263 0.252
H 1.379 1.215 0.106 0.394
H 1.241 1.144 -1.499 0.375
H 1.367 -1.311 0.313 0.385
H 0.570 -2.851 0.807 0.361
H -1.154 0.116 -1.930 -0.207
```

Multiplicity: 1
Orbital gap (eV): 8.977
Energy relative to the best compared isomer or geometry (same formula, charge and spin) (kJ/mol): 179.2


The following is a DFT calculation (ωB97M-V/def2-TZVPD) of a cluster of 3 separate species, CH8N2O3 in total.

```
14
Properties=species:S:1:pos:R:3:nbo_charge:R:1
C -11.585 -5.973 24.908 0.774
O -10.462 -5.495 24.804 -0.697
N -12.648 -5.435 24.280 -0.836
N -11.855 -7.083 25.646 -0.835
H -13.602 -5.653 24.496 0.395
H -12.399 -4.626 23.740 0.412
H -11.143 -7.533 26.187 0.411
H -12.815 -7.321 25.818 0.386
O -12.137 -3.937 28.867 -0.964
H -11.702 -3.707 29.691 0.464
H -11.405 -4.181 28.277 0.490
O -9.687 -4.658 27.665 -0.981
H -8.729 -4.731 27.641 0.483
H -9.973 -4.924 26.780 0.498
```

Multiplicity: 1
Orbital gap (eV): 11.087
Energy relative to the best compared isomer or geometry (same formula, charge and spin) (kJ/mol): 33.2


The following is a DFT calculation (ωB97M-V/def2-TZVPD) of a cluster of 3 separate species, CH8N2O3 in total at a distorted geometry.

```
14
Properties=species:S:1:pos:R:3:lowdin_spin:R:1
N -2.191 0.233 -1.088 0.568
C -1.326 0.128 -0.056 0.110
N -1.926 0.183 1.306 -0.707
O -0.441 1.214 0.052 -0.019
H -0.658 -0.774 -0.083 0.045
H -3.101 -0.223 -1.161 0.018
H -2.185 -0.677 1.789 -0.016
H -2.482 1.030 1.437 -0.010
H 2.377 -0.803 -0.223 -0.001
H 1.628 -1.328 1.110 -0.001
O 1.478 -1.116 0.184 0.030
H 4.056 -0.416 -1.399 0.020
H 0.082 1.284 -0.759 -0.001
O 3.672 -0.262 -0.513 0.964
```

Multiplicity: 2
Expectation value of S²: 1.717
Orbital gap (spin up / spin down) (eV): 5.718 / 7.617
Net charge: +1
Energy relative to the best compared isomer or geometry (same formula, charge and spin) (kJ/mol): 563.1


The following is a DFT calculation (ωB97M-V/def2-TZVPD) of a structure of composition CH8N2OPS at a distorted geometry.

```
14
Properties=species:S:1:pos:R:3:nbo_charge:R:1
C -1.262 0.663 0.679 -0.408
N 1.410 -2.382 -0.643 -1.225
N -1.886 2.027 0.731 -0.691
O 2.959 -0.377 -1.030 -0.968
P 1.980 -1.041 0.037 1.471
S -0.161 0.456 -0.794 -0.427
H -1.836 -0.222 0.780 0.239
H -0.486 0.483 1.393 0.237
H 0.612 -2.804 -0.020 0.445
H 1.408 -2.693 -1.666 0.446
H -2.772 2.041 0.248 0.453
H -2.013 2.187 1.752 0.446
H -1.107 2.555 0.358 0.467
H 3.154 -0.893 -1.822 0.517
```

Multiplicity: 1
Orbital gap (eV): 8.375
Net charge: +1
Energy relative to the best compared isomer or geometry (same formula, charge and spin) (kJ/mol): 92.6


The following is a DFT calculation (ωB97M-V/def2-TZVPD) of a cluster of 2 separate species, CH8N2S in total at a distorted geometry.

```
12
Properties=species:S:1:pos:R:3:nbo_charge:R:1
S 3.724 0.030 -2.744 -0.278
H 3.021 1.083 -2.369 0.141
H 4.512 0.077 -1.685 0.137
N -1.520 -0.038 1.970 -0.842
C -0.849 -0.570 0.734 -0.050
N -0.857 0.363 -0.366 -0.838
H -2.219 0.594 1.610 0.338
H -2.107 -0.742 2.380 0.351
H 0.186 -0.808 0.990 0.167
H -1.343 -1.513 0.489 0.162
H -1.614 0.226 -1.006 0.358
H -0.934 1.299 -0.002 0.355
```

Multiplicity: 1
Orbital gap (eV): 10.636
Energy relative to the best compared isomer or geometry (same formula, charge and spin) (kJ/mol): 42.4


The following is a DFT calculation (ωB97M-V/def2-TZVPD) of a cluster of 2 separate species, CH8N3O in total at a distorted geometry.

```
13
Properties=species:S:1:pos:R:3:nbo_charge:R:1
N -0.979 -0.783 0.430 -0.771
C 0.355 -0.504 0.225 0.676
N 1.159 -1.464 0.718 -0.752
N 0.805 0.253 -0.793 -0.758
H -1.766 -0.324 0.034 0.429
H -1.269 -1.172 1.349 0.420
H 2.119 -1.574 0.249 0.434
H 1.040 -1.907 1.587 0.422
H 0.206 0.568 -1.502 0.446
H 1.762 0.621 -1.029 0.446
H -1.877 2.125 -0.732 0.492
H -0.632 2.281 0.172 0.493
O -0.925 1.880 -0.708 -0.976
```

Multiplicity: 1
Orbital gap (eV): 11.574
Net charge: +1
Energy relative to the best compared isomer or geometry (same formula, charge and spin) (kJ/mol): 172.2


The following is a DFT calculation (ωB97M-V/def2-TZVPD) of a cluster of 2 separate species, CH8N3O in total at a distorted geometry.

```
13
Properties=species:S:1:pos:R:3:nbo_charge:R:1
N 0.966 -0.705 0.384 -0.750
C -0.137 -0.893 -0.327 0.688
N -0.796 -2.107 -0.414 -0.771
N -0.769 0.183 -0.793 -0.759
H 1.295 0.231 0.577 0.444
H 1.539 -1.501 0.552 0.424
H -1.719 -1.817 -0.095 0.413
H -0.387 -2.817 0.180 0.409
H -0.343 1.055 -0.504 0.448
H -1.518 -0.016 -1.432 0.435
H 0.039 3.118 0.260 0.497
H 1.225 2.890 1.077 0.506
O 0.604 2.380 0.534 -0.984
```

Multiplicity: 1
Orbital gap (eV): 12.306
Net charge: +1
Energy relative to the best compared isomer or geometry (same formula, charge and spin) (kJ/mol): 77.9